ORCA calculation (ωB97M-V with the def2-TZVPD basis set) on a cluster of 2 separate species, C6H16 in total in a non-equilibrium geometry.

```
! wB97M-V def2-TZVPD RIJCOSX def2/J DEFGRID3
* xyz 0 1
H -2.249 -1.431 3.637
C 0.141 -0.238 -2.218
H -0.574 -1.741 3.970
H -1.658 -2.910 3.036
C -1.078 -1.199 1.836
H -1.975 -1.333 1.205
C -0.300 1.797 -0.795
H 0.691 -1.169 -2.350
H 2.230 1.687 -2.119
C 2.201 1.065 -1.306
H -0.057 0.447 -3.037
H -1.161 -0.130 2.108
H 2.351 1.466 -0.344
H -1.243 1.455 -0.918
H 0.705 -0.024 0.010
H -0.044 2.279 0.103
C 0.635 0.639 -1.038
H -0.092 2.690 -1.439
H 2.774 0.101 -1.307
C -1.341 -1.912 3.199
H -0.218 -1.681 1.341
H -1.028 -0.619 -1.968
*
```

Properties
relative energy (zero: lowest compared OMol25 entry of this formula, charge and spin)	47.5	kcal/mol
total energy	-6479.600	eV
gap between HOMO and LUMO	11.3	eV
lowest unoccupied orbital energy	0.037	hartree